Version one
{"formula": "C7H15NO", "method": "ωB97M-V with the def2-TZVPD basis set", "species": ["O", "N", "C", "C", "C", "C", "C", "C", "C", "H", "H", "H", "H", "H", "H", "H", "H", "H", "H", "H", "H", "H", "H", "H"], "xyz": [[-0.68, 0.80, 2.69], [0.34, -2.10, 0.69], [1.47, 1.54, 0.99], [-0.35, 0.69, -1.64], [-1.41, -1.85, -1.16], [-1.00, 1.77, -1.34], [0.32, -0.11, -0.68], [-0.15, -1.33, -0.39], [1.59, 0.50, -0.19], [-2.45, -1.77, -0.65], [-1.24, -2.97, -1.19], [-0.63, 0.13, 2.13], [-1.38, -1.44, -2.21], [2.06, 1.10, -0.96], [1.85, 1.20, 1.89], [-1.36, 0.44, 3.26], [-1.31, 2.66, -2.02], [2.18, -0.35, 0.05], [0.01, -3.09, 0.44], [-0.13, 0.48, -2.74], [-1.14, 2.18, -0.23], [2.02, 2.38, 0.66], [1.30, -1.90, 0.79], [0.43, 2.03, 1.01]], "mulliken_charge": [-0.547, -0.479, -1.161, -0.977, -1.143, -0.550, 0.596, 0.612, -0.854, 0.220, 0.391, 0.272, 0.338, 0.396, 0.313, 0.275, 0.238, 0.455, 0.246, 0.344, 0.178, 0.415, 0.230, 0.192], "lumo_ev": 0.845, "smiles": "C=C/C(CC)=C(\\C)N.O"}

=====

Version two
{"formula": "C7H15NO", "method": "ωB97M-V with the def2-TZVPD basis set", "species": ["O", "N", "C", "C", "C", "C", "C", "C", "C", "H", "H", "H", "H", "H", "H", "H", "H", "H", "H", "H", "H", "H", "H", "H"], "xyz": [[1.30, 2.29, 1.19], [-0.78, 1.59, 1.84], [-0.43, 0.46, -1.95], [0.99, -1.67, -1.65], [1.01, -0.01, 1.46], [0.31, -1.23, 1.99], [0.50, 1.24, 1.52], [0.88, -0.33, -1.71], [-1.72, -0.28, -1.66], [-0.82, 2.42, 2.41], [-0.39, 1.38, -1.35], [-1.77, -0.62, -0.62], [1.77, 0.25, -1.95], [1.95, -2.15, -1.83], [2.09, -0.11, 1.33], [0.17, -2.31, -1.34], [-0.43, 0.78, -3.00], [-2.58, 0.38, -1.82], [0.69, 2.97, 0.87], [1.05, -2.02, 2.18], [-1.84, -1.15, -2.31], [-1.32, 0.81, 2.23], [-0.39, -1.61, 1.24], [-0.22, -1.04, 2.92]], "mulliken_charge": [-0.538, -0.527, -0.092, -0.778, 0.041, -1.405, 0.280, -0.131, -1.233, 0.195, 0.151, 0.189, 0.291, 0.257, 0.426, 0.233, 0.373, 0.374, 0.338, 0.297, 0.362, 0.227, 0.219, 0.448], "lumo_ev": 0.783, "smiles": "C/C=C(\\N)O.C=CCC"}

=====

Relative energies, eV: version one 1.457; version two 0.000.

=====

Version one
{"formula": "C7H15NO", "method": "ωB97M-V with the def2-TZVPD basis set", "species": ["O", "N", "C", "C", "C", "C", "C", "C", "C", "H", "H", "H", "H", "H", "H", "H", "H", "H", "H", "H", "H", "H", "H", "H"], "xyz": [[1.82, 0.85, 1.57], [-0.62, -1.98, -0.60], [2.04, -0.96, -0.51], [-0.59, -0.60, -0.08], [0.87, 0.02, -0.49], [1.06, 1.05, 0.61], [-0.98, -0.68, 1.41], [-1.69, 0.17, -0.83], [0.49, 2.44, 0.39], [3.00, -0.42, -0.48], [2.02, -1.57, -1.42], [0.20, 2.59, -0.65], [0.83, 0.52, -1.46], [-1.40, -2.51, -0.23], [-0.71, -2.02, -1.62], [-0.38, 2.56, 1.04], [1.25, 3.18, 0.64], [-1.16, 0.31, 1.84], [-1.92, -1.23, 1.55], [-1.47, 0.24, -1.90], [2.04, -1.63, 0.36], [-2.66, -0.33, -0.74], [-1.83, 1.18, -0.44], [-0.21, -1.20, 2.00]], "mulliken_charge": [-0.591, -0.681, -1.601, 1.354, 0.451, 0.527, -1.819, -1.722, -1.332, 0.443, 0.409, 0.348, 0.389, 0.297, 0.255, 0.254, 0.413, 0.347, 0.528, 0.388, 0.255, 0.407, 0.322, 0.359], "lumo_ev": 0.803, "smiles": "CC(=O)[C@@H](C)C(C)(C)N"}

=====

Version two
{"formula": "C7H15NO", "method": "ωB97M-V with the def2-TZVPD basis set", "species": ["O", "N", "C", "C", "C", "C", "C", "C", "C", "H", "H", "H", "H", "H", "H", "H", "H", "H", "H", "H", "H", "H", "H", "H"], "xyz": [[-2.20, -0.76, 0.43], [0.08, -0.13, 0.65], [-1.09, -0.89, -0.02], [-0.82, 1.08, -1.61], [-0.47, 0.81, 1.66], [1.04, -1.06, 1.32], [0.76, 0.67, -0.57], [1.59, 1.72, -0.24], [-0.70, -2.01, -0.95], [-1.54, -2.18, -1.62], [1.26, 2.52, 0.42], [-1.17, 1.48, 1.17], [0.19, -1.80, -1.53], [2.40, 1.94, -0.92], [0.36, 1.38, 2.08], [1.50, -1.71, 0.57], [-1.24, 1.95, -1.09], [-1.65, 0.44, -1.95], [-0.28, 1.41, -2.49], [-0.99, 0.26, 2.43], [1.81, -0.47, 1.80], [1.20, -0.08, -1.22], [-0.54, -2.91, -0.36], [0.51, -1.67, 2.06]], "mulliken_charge": [-0.518, 0.435, 0.634, -1.223, -1.097, -0.979, 0.038, -1.197, -1.215, 0.375, 0.222, 0.319, 0.309, 0.274, 0.426, 0.375, 0.252, 0.401, 0.435, 0.379, 0.393, 0.218, 0.359, 0.386], "lumo_ev": 0.600}

=====

Relative energies, eV: version one 0.000; version two 4.312.

=====

Version one
{"formula": "C7H15NO", "method": "ωB97M-V with the def2-TZVPD basis set", "species": ["O", "N", "C", "C", "C", "C", "C", "C", "C", "H", "H", "H", "H", "H", "H", "H", "H", "H", "H", "H", "H", "H", "H", "H"], "xyz": [[-0.99, 0.26, -3.15], [1.06, 0.28, 2.88], [0.06, 0.09, 2.14], [-1.29, -0.20, 2.72], [-0.08, 1.08, -2.48], [-0.16, 1.03, -0.19], [-0.47, -1.43, -0.60], [1.85, -0.44, -0.37], [0.37, -0.23, -0.28], [-1.52, -1.26, -0.36], [2.17, -1.10, 0.44], [-1.22, 1.18, -0.06], [-0.31, 2.14, -2.53], [0.50, 1.87, -0.01], [-0.12, -2.30, -0.05], [-1.99, 0.61, 2.50], [-1.71, -1.11, 2.27], [2.41, 0.49, -0.29], [-0.39, -1.66, -1.67], [-1.88, 0.59, -2.98], [1.92, 0.51, 2.37], [0.93, 0.85, -2.82], [2.12, -0.93, -1.31], [-1.25, -0.34, 3.81]], "mulliken_charge": [-0.473, -0.756, 0.616, -1.145, -0.669, -1.099, -1.663, -1.728, 1.663, 0.326, 0.450, 0.363, 0.402, 0.386, 0.412, 0.250, 0.237, 0.340, 0.388, 0.324, 0.257, 0.312, 0.427, 0.380], "lumo_ev": [0.655, 0.672]}

=====

Version two
{"formula": "C7H15NO", "method": "ωB97M-V with the def2-TZVPD basis set", "species": ["O", "N", "C", "C", "C", "C", "C", "C", "C", "H", "H", "H", "H", "H", "H", "H", "H", "H", "H", "H", "H", "H", "H", "H"], "xyz": [[0.73, 0.32, -1.48], [-1.16, -0.39, -0.20], [1.34, -1.77, -0.25], [-1.71, -0.49, 1.13], [1.30, -0.26, -0.24], [2.51, 0.39, 0.38], [0.01, 0.46, -0.30], [-2.16, -0.14, -1.22], [-0.12, 1.88, 0.24], [-2.82, -1.01, -1.27], [-1.65, -0.02, -2.17], [-2.24, 0.42, 1.46], [3.42, -0.14, 0.08], [-0.91, -0.69, 1.84], [2.16, -2.11, -0.88], [1.50, -2.14, 0.76], [0.02, 1.90, 1.32], [-2.77, 0.75, -1.01], [2.44, 0.35, 1.46], [-1.11, 2.26, 0.00], [-2.41, -1.32, 1.15], [2.60, 1.42, 0.06], [0.41, -2.16, -0.65], [0.61, 2.52, -0.22]], "mulliken_charge": [-0.631, 0.190, -1.644, -1.025, 1.019, -1.510, 0.995, -1.009, -1.798, 0.321, 0.331, 0.327, 0.391, 0.288, 0.439, 0.298, 0.249, 0.331, 0.316, 0.386, 0.353, 0.380, 0.421, 0.584], "lumo_ev": 0.896, "smiles": "CN(C)[C@]1(C)OC1(C)C"}

=====

Version three
{"formula": "C7H15NO", "method": "ωB97M-V with the def2-TZVPD basis set", "species": ["O", "N", "C", "C", "C", "C", "C", "C", "C", "H", "H", "H", "H", "H", "H", "H", "H", "H", "H", "H", "H", "H", "H", "H"], "xyz": [[-2.51, 0.21, -0.44], [-0.03, -0.58, -0.03], [-1.77, -0.60, 0.07], [0.43, 0.74, 0.07], [2.30, 0.50, 0.18], [0.51, -1.52, -1.00], [0.05, 1.42, 1.38], [-2.31, -1.87, 0.70], [0.18, 1.65, -1.13], [1.38, -2.01, -0.56], [2.75, 1.03, -0.66], [-3.40, -1.88, 0.69], [0.80, -1.02, -1.94], [0.51, 2.67, -0.93], [2.74, -0.49, 0.16], [-1.94, -2.73, 0.15], [2.76, 0.94, 1.07], [-1.97, -1.93, 1.74], [-0.87, 1.70, -1.43], [-0.21, -2.30, -1.21], [-0.97, 1.80, 1.36], [0.14, 0.72, 2.22], [0.73, 1.30, -2.01], [0.72, 2.27, 1.58]], "mulliken_charge": [-0.485, -0.085, 0.620, 1.352, -1.240, -0.964, -1.876, -1.108, -1.523, 0.268, 0.325, 0.351, 0.307, 0.430, 0.367, 0.295, 0.354, 0.273, 0.288, 0.378, 0.405, 0.407, 0.369, 0.491], "lumo_ev": 0.892, "smiles": "CC(=O)N(C)C(C)(C)C"}

=====

Version four
{"formula": "C7H15NO", "method": "ωB97M-V with the def2-TZVPD basis set", "species": ["O", "N", "C", "C", "C", "C", "C", "C", "C", "H", "H", "H", "H", "H", "H", "H", "H", "H", "H", "H", "H", "H", "H", "H"], "xyz": [[-1.56, -1.45, 0.78], [-0.70, -0.50, 0.51], [-0.48, 0.51, 1.30], [0.06, -0.67, -0.86], [-0.46, 0.47, -1.66], [0.35, 1.74, 1.07], [-1.34, 0.58, 2.54], [-0.32, -1.98, -1.52], [1.56, -0.79, -0.52], [-0.37, -1.85, -2.63], [-1.25, 1.67, 2.85], [1.68, -1.28, 0.46], [-0.75, 0.30, -2.73], [-1.35, -2.31, -1.24], [2.09, -1.30, -1.27], [1.30, 1.50, 0.52], [-1.48, 0.84, -1.35], [0.20, -2.85, -0.99], [-2.43, 0.31, 2.03], [-1.15, -0.22, 3.20], [-0.08, 2.44, 0.44], [2.19, 0.14, -0.44], [0.58, 2.02, 2.01], [0.12, 1.43, -1.59]], "mulliken_charge": [-0.734, 0.451, 1.006, 1.323, -1.568, -1.520, -1.155, -1.508, -1.643, 0.347, 0.410, 0.413, 0.370, 0.398, 0.471, 0.202, 0.353, 0.328, 0.252, 0.290, 0.291, 0.337, 0.605, 0.284], "lumo_ev": 0.758, "smiles": "CC(C)=[N+]([O-])C(C)(C)C"}

=====

Relative energies, eV: version one 4.662; version two 0.000; version three 1.208; version four 2.722.